Entry 1:
DFT (wB97M-V/def2-TZVPD) results for a cluster of 2 separate species, C9H14NP in total.

Computed properties:
- Structure (SMILES): C=NC1=C[C@@H](C)CC1.CC#P
- Max |F|: 3.4 eV/A
- 2S+1: 1
- Energy relative to the best compared isomer or geometry (same formula, charge and spin): 46.6 kcal/mol
- E_tot: -20334.7926 eV
- Molar mass: 167.19 g/mol
- Gap between HOMO and LUMO: 8.9 eV

Each atom is followed by the atoms it is bonded to, with distances in Å.
Cartesian coordinates (Å):
1 C -0.258 -2.874 1.817  N2 1.253, H9 1.048, H10 1.084
2 N -0.211 -1.625 1.726  C1 1.253, C3 1.404
3 C 0.209 -0.830 0.648  N2 1.404, C4 1.373, C8 1.472
4 C 0.508 0.509 0.702  C3 1.373, C5 1.445, H11 1.047
5 C 1.090 1.063 -0.499  C4 1.445, C6 1.538, C7 1.637, H12 1.114
6 C 2.619 1.158 -0.362  C5 1.538, H13 1.240, H14 1.175, H15 1.129
7 C 0.698 -0.115 -1.566  C5 1.637, C8 1.515, H16 1.100, H17 1.119
8 C 0.399 -1.337 -0.721  C3 1.472, C7 1.515, H18 1.200, H19 1.100
9 H -0.517 -3.358 2.709  C1 1.048
10 H 0.272 -3.431 1.052  C1 1.084
11 H 0.512 1.110 1.559  C4 1.047
12 H 0.664 2.032 -0.846  C5 1.114
13 H 3.195 0.200 0.174  C6 1.240
14 H 2.911 2.103 0.274  C6 1.175
15 H 3.103 1.317 -1.369  C6 1.129
16 H 1.480 -0.391 -2.289  C7 1.100
17 H -0.164 0.206 -2.203  C7 1.119
18 H 1.342 -2.079 -0.721  C8 1.200
19 H -0.506 -1.885 -1.019  C8 1.100
20 C -3.111 1.124 0.585  C21 1.445, H23 1.184, H24 1.089, H25 1.110
21 C -2.321 1.792 -0.423  C20 1.445, P22 1.534
22 P -1.934 2.600 -1.668  C21 1.534
23 H -2.904 -0.023 0.383  C20 1.184
24 H -4.151 1.391 0.399  C20 1.089
25 H -2.926 1.342 1.658  C20 1.110

Entry 2:
DFT (wB97M-V/def2-TZVPD) results for an isolated molecule of C9H14NPS.

Computed properties:
- Structure (SMILES): CC(C)[C@@H]1c2cscc2[C@H]1NP
- Max |F|: 4.0 eV/A
- 2S+1: 1
- Energy relative to the best compared isomer or geometry (same formula, charge and spin): 100.0 kcal/mol
- E_tot: -31169.8310 eV
- Molar mass: 199.26 g/mol
- Gap between HOMO and LUMO: 9.8 eV

Each atom is followed by the atoms it is bonded to, with distances in Å.
Cartesian coordinates (Å):
1 C 0.074 -0.806 2.320  C2 1.578, H13 1.132, H14 1.092, H15 1.213
2 C 0.728 0.099 1.205  C1 1.578, C3 1.508, C4 1.522, H16 1.165
3 C 2.213 -0.079 1.394  C2 1.508, H17 1.101, H18 1.139, H19 1.168
4 C 0.112 -0.295 -0.130  C2 1.522, C5 1.536, C10 1.586, H20 1.017
5 C 0.868 0.071 -1.416  C4 1.536, C6 1.310, C9 1.411
6 C 1.854 -0.040 -2.271  C5 1.310, S7 1.652, H21 1.028
7 S 1.444 0.631 -3.724  C6 1.652, C8 1.682
8 C -0.085 1.153 -3.257  S7 1.682, C9 1.371, H22 1.017
9 C -0.256 0.722 -1.966  C5 1.411, C8 1.371, C10 1.527
10 C -1.078 0.593 -0.686  C4 1.586, C9 1.527, N11 1.702, H23 1.179
11 N -2.480 -0.363 -0.829  C10 1.702, P12 1.761, H24 1.080
12 P -3.512 -0.342 0.598  N11 1.761, H25 1.325, H26 1.425
13 H 0.852 -1.499 2.763  C1 1.132
14 H -0.858 -1.323 2.083  C1 1.092
15 H -0.116 -0.218 3.363  C1 1.213
16 H 0.393 1.189 1.445  C2 1.165
17 H 2.592 0.379 2.321  C3 1.101
18 H 2.624 0.290 0.397  C3 1.139
19 H 2.529 -1.187 1.583  C3 1.168
20 H -0.081 -1.294 -0.125  C4 1.017
21 H 2.814 -0.406 -2.242  C6 1.028
22 H -0.730 1.607 -3.899  C8 1.017
23 H -1.311 1.619 -0.154  C10 1.179
24 H -3.031 0.149 -1.604  N11 1.080
25 H -2.759 -1.151 1.329  P12 1.325
26 H -2.802 0.502 1.501  P12 1.425

Entry 3:
DFT (wB97M-V/def2-TZVPD) results for a cluster of 2 separate species, C9H14O in total.

Computed properties:
- Structure (SMILES): Cc1ccc(O)cc1.CC
- Max |F|: 1.8 eV/A
- 2S+1: 1
- Energy relative to the best compared isomer or geometry (same formula, charge and spin): 37.7 kcal/mol
- E_tot: -11606.0032 eV
- Molar mass: 138.21 g/mol
- Gap between HOMO and LUMO: 9.2 eV

Each atom is followed by the atoms it is bonded to, with distances in Å.
Cartesian coordinates (Å):
1 C -0.582 0.082 -0.527  C2 1.489, H9 1.099, H10 1.091, H11 1.082
2 C -0.176 -0.988 0.425  C1 1.489, C3 1.384, C8 1.406
3 C 0.800 -0.861 1.399  C2 1.384, C4 1.407, H12 1.086
4 C 0.777 -1.689 2.536  C3 1.407, C5 1.384, H13 1.085
5 C -0.028 -2.814 2.526  C4 1.384, O6 1.370, C7 1.403
6 O -0.380 -3.449 3.688  C5 1.370, H14 0.964
7 C -0.728 -3.134 1.353  C5 1.403, C8 1.369, H15 1.087
8 C -0.930 -2.174 0.397  C2 1.406, C7 1.369, H16 1.083
9 H -1.608 0.417 -0.321  C1 1.099
10 H -0.416 -0.155 -1.579  C1 1.091
11 H -0.165 1.079 -0.462  C1 1.082
12 H 1.652 -0.207 1.240  C3 1.086
13 H 1.342 -1.355 3.400  C4 1.085
14 H 0.189 -3.119 4.392  O6 0.964
15 H -1.031 -4.177 1.365  C7 1.087
16 H -1.613 -2.348 -0.425  C8 1.083
17 C 0.356 2.393 -2.688  C18 1.541, H19 1.086, H20 1.086, H21 1.095
18 C 0.286 3.827 -2.128  C17 1.541, H22 1.095, H23 1.091, H24 1.083
19 H -0.225 2.104 -3.559  C17 1.086
20 H 1.393 2.238 -2.972  C17 1.086
21 H 0.159 1.679 -1.881  C17 1.095
22 H -0.405 4.457 -2.699  C18 1.095
23 H 1.204 4.339 -2.424  C18 1.091
24 H 0.129 3.853 -1.057  C18 1.083

Entry 4:
DFT (wB97M-V/def2-TZVPD) results for a cluster of 2 separate species, C9H14O in total.

Computed properties:
- Structure (SMILES): Cc1ccc(O)cc1.CC
- Max |F|: 3.2 eV/A
- 2S+1: 1
- Energy relative to the best compared isomer or geometry (same formula, charge and spin): 28.2 kcal/mol
- E_tot: -11606.4160 eV
- Molar mass: 138.21 g/mol
- Gap between HOMO and LUMO: 9.5 eV

Each atom is followed by the atoms it is bonded to, with distances in Å.
Cartesian coordinates (Å):
1 C -1.285 2.867 -1.135  C2 1.472, H9 1.142, H10 1.100, H11 1.085
2 C -1.479 1.461 -0.745  C1 1.472, C3 1.397, C8 1.423
3 C -0.543 0.423 -0.733  C2 1.397, C4 1.402, H12 1.103
4 C -0.842 -0.786 -0.088  C3 1.402, C5 1.355, H13 1.091
5 C -2.015 -0.905 0.580  C4 1.355, O6 1.415, C7 1.379
6 O -2.130 -2.101 1.328  C5 1.415, H14 0.963
7 C -3.068 -0.026 0.448  C5 1.379, C8 1.393, H15 1.109
8 C -2.750 1.182 -0.170  C2 1.423, C7 1.393, H16 1.084
9 H -0.743 3.417 -0.294  C1 1.142
10 H -2.159 3.522 -1.269  C1 1.100
11 H -0.572 3.066 -1.928  C1 1.085
12 H 0.454 0.565 -1.180  C3 1.103
13 H -0.098 -1.583 -0.063  C4 1.091
14 H -2.999 -2.438 1.085  O6 0.963
15 H -4.132 -0.199 0.711  C7 1.109
16 H -3.507 1.954 -0.253  C8 1.084
17 C 3.424 -1.423 -0.315  C18 1.566, H19 1.083, H20 1.092, H21 1.112
18 C 3.560 -1.097 1.210  C17 1.566, H22 1.099, H23 1.096, H24 1.106
19 H 2.603 -2.103 -0.501  C17 1.083
20 H 3.292 -0.578 -0.995  C17 1.092
21 H 4.431 -1.859 -0.494  C17 1.112
22 H 3.717 -0.029 1.411  C18 1.099
23 H 4.186 -1.883 1.649  C18 1.096
24 H 2.656 -1.447 1.742  C18 1.106

Entry 5:
DFT (wB97M-V/def2-TZVPD) results for a cluster of 2 separate species, C9H14O in total.

Computed properties:
- Structure (SMILES): Cc1ccccc1.CCO
- Max |F|: 4.8 eV/A
- 2S+1: 1
- Energy relative to the best compared isomer or geometry (same formula, charge and spin): 44.2 kcal/mol
- E_tot: -11605.7180 eV
- Molar mass: 138.21 g/mol
- Gap between HOMO and LUMO: 9.7 eV

Each atom is followed by the atoms it is bonded to, with distances in Å.
Cartesian coordinates (Å):
1 C -1.260 -2.936 2.128  C2 1.537, H8 1.075, H9 1.081, H10 1.091
2 C -0.358 -1.999 1.310  C1 1.537, C3 1.343, C7 1.461
3 C 0.606 -1.219 1.827  C2 1.343, C4 1.443, H11 1.100
4 C 1.624 -0.585 1.024  C3 1.443, C5 1.423, H12 1.043
5 C 1.474 -0.705 -0.387  C4 1.423, C6 1.432, H13 1.081
6 C 0.343 -1.340 -0.993  C5 1.432, C7 1.407, H14 1.118
7 C -0.610 -1.907 -0.126  C2 1.461, C6 1.407, H15 1.082
8 H -2.000 -2.264 2.523  C1 1.075
9 H -0.739 -3.377 2.967  C1 1.081
10 H -1.685 -3.675 1.449  C1 1.091
11 H 0.779 -0.935 2.875  C3 1.100
12 H 2.343 0.047 1.439  C4 1.043
13 H 2.165 -0.204 -1.050  C5 1.081
14 H 0.217 -1.396 -2.102  C6 1.118
15 H -1.424 -2.381 -0.658  C7 1.082
16 C -1.073 2.962 -1.441  C17 1.498, H19 1.049, H20 1.068, H21 1.081
17 C 0.265 2.435 -1.021  C16 1.498, O18 1.475, H22 1.037, H23 1.096
18 O 1.345 2.600 -2.012  C17 1.475, H24 0.996
19 H -1.308 3.100 -2.453  C16 1.049
20 H -1.332 3.868 -0.939  C16 1.068
21 H -1.808 2.170 -1.449  C16 1.081
22 H 0.692 2.794 -0.146  C17 1.037
23 H 0.194 1.370 -0.773  C17 1.096
24 H 1.549 3.575 -1.989  O18 0.996

Entry 6:
DFT (wB97M-V/def2-TZVPD) results for a cluster of 2 separate species, C9H14O in total.

Computed properties:
- Structure (SMILES): Cc1ccc(O)cc1.CC
- Max |F|: 4.0 eV/A
- 2S+1: 1
- Energy relative to the best compared isomer or geometry (same formula, charge and spin): 53.8 kcal/mol
- E_tot: -11605.3018 eV
- Molar mass: 138.21 g/mol
- Gap between HOMO and LUMO: 9.1 eV

Each atom is followed by the atoms it is bonded to, with distances in Å.
Cartesian coordinates (Å):
1 C 1.052 2.599 0.657  C2 1.540, H9 1.154, H10 1.108, H11 1.063
2 C 0.670 1.113 0.782  C1 1.540, C3 1.480, C8 1.373
3 C -0.626 0.536 0.357  C2 1.480, C4 1.424, H12 1.007
4 C -1.075 -0.810 0.474  C3 1.424, C5 1.461, H13 1.162
5 C -0.022 -1.592 1.118  C4 1.461, O6 1.371, C7 1.372
6 O -0.036 -2.956 1.257  C5 1.371, H14 0.976
7 C 1.069 -1.078 1.771  C5 1.372, C8 1.452, H15 1.066
8 C 1.413 0.326 1.626  C2 1.373, C7 1.452, H16 1.203
9 H 0.731 3.299 -0.202  C1 1.154
10 H 2.160 2.569 0.673  C1 1.108
11 H 0.586 3.065 1.492  C1 1.063
12 H -1.150 1.140 -0.257  C3 1.007
13 H -2.087 -1.079 -0.030  C4 1.162
14 H -0.813 -3.213 0.726  O6 0.976
15 H 1.747 -1.645 2.367  C7 1.066
16 H 2.473 0.721 2.037  C8 1.203
17 C -0.710 0.145 -3.576  C18 1.486, H19 1.140, H20 1.112, H21 1.077
18 C -1.308 1.268 -2.809  C17 1.486, H22 1.082, H23 1.053, H24 1.144
19 H -0.445 -0.771 -2.952  C17 1.140
20 H -1.303 -0.246 -4.431  C17 1.112
21 H 0.203 0.318 -4.123  C17 1.077
22 H -1.636 2.013 -3.522  C18 1.082
23 H -0.700 1.481 -1.976  C18 1.053
24 H -2.259 0.958 -2.253  C18 1.144